This record from the OMol25 dataset describes the molecule C5H8N2O in a non-equilibrium geometry. The level of theory is the ωB97M-V functional and the def2-TZVPD basis.

Structure (XYZ):
```
16
Properties=species:S:1:pos:R:3:forces:R:3:nbo_charge:R:1
C 0.717620 -0.054178 0.219856 3.877 -1.004 -2.099 0.401
C -0.211232 0.529897 1.208323 3.451 1.337 0.405 -0.007
C -0.685029 -0.357892 2.241506 -1.125 -1.586 0.471 -0.122
C 0.549495 0.255442 -2.357700 -1.768 -1.501 -1.731 -0.241
C -0.872596 0.050697 -1.606660 1.299 -0.375 2.656 -0.304
H 2.268959 -1.005432 1.319558 -2.388 0.522 -2.924 0.357
H 0.299079 1.665097 1.283818 -2.479 -2.569 0.542 0.228
H -0.614911 -1.501497 2.392316 0.425 2.017 -0.889 0.207
H -0.993247 0.137480 3.100605 -0.228 0.548 1.885 0.184
H 0.376496 1.255743 -3.194539 1.208 -3.365 2.678 0.240
H 1.113967 -0.816902 -2.645078 -1.400 3.411 0.490 0.244
H -0.867648 -0.960280 -0.779011 -1.487 2.507 -3.777 0.231
H -1.750189 0.877761 -1.655880 2.041 -2.457 -0.032 0.231
N 1.804573 -0.806531 0.294326 -0.769 1.479 2.475 -0.682
N 0.407980 0.604308 -0.996782 -0.686 0.709 0.036 -0.494
O -1.543315 0.126284 1.175342 0.029 0.328 -0.185 -0.473
```
Forces are in eV/Å.

The value obtained for the LUMO energy is 0.0303 hartree. The value obtained for the largest force on an atom is 4.77 eV/Å. Its energy is -10334.994 eV. The gap between HOMO and LUMO comes out at 9.9 eV. As for the spin multiplicity: 1. The energy above the lowest of the compared OMol25 structures with the same formula, charge and spin comes out at 7.732 eV.